# C23H77N25O14

A cluster of 14 separate species, C23H77N25O14 in total in a non-equilibrium geometry (ωB97M-V/def2-TZVPD, the Open Molecules 2025 dataset).

Structure (ORCA input):
```
! RIJCOSX wB97M-V def2-TZVPD def2/J DEFGRID3
* xyz 0 1
C 0.216 0.322 1.503
C -0.049 -0.103 0.063
C -1.598 -0.297 -0.055
O -1.953 -0.534 -1.431
C -3.302 -1.094 -1.475
N 0.419 1.059 -0.760
H -0.293 1.263 1.713
H 1.300 0.344 1.614
H -0.134 -0.493 2.138
H 0.410 -1.073 -0.129
H -2.325 0.366 0.412
H -1.769 -1.254 0.438
H -3.722 -1.459 -0.538
H -3.342 -1.986 -2.100
H -3.985 -0.450 -2.029
H 1.412 1.144 -0.597
H 0.105 1.938 -0.372
C 5.500 -5.752 -2.262
C 6.294 -4.474 -1.874
C 7.648 -4.845 -1.272
O 8.585 -5.584 -2.085
C 9.947 -5.792 -1.665
N 6.526 -3.614 -3.019
H 4.581 -5.706 -2.847
H 5.512 -6.212 -1.273
H 6.080 -6.407 -2.911
H 5.734 -3.887 -1.146
H 7.437 -5.438 -0.382
H 8.168 -3.997 -0.827
H 9.941 -6.475 -0.815
H 10.200 -4.815 -1.253
H 10.643 -6.139 -2.429
H 7.116 -4.093 -3.684
H 7.079 -2.856 -2.645
C -9.595 0.262 -9.622
C -9.060 0.763 -8.269
C -7.513 0.485 -8.099
O -6.649 1.045 -9.133
C -5.409 0.363 -9.082
N -9.189 2.202 -8.183
H -9.650 -0.826 -9.665
H -9.284 0.649 -10.592
H -10.666 0.422 -9.496
H -9.670 0.258 -7.520
H -7.408 -0.600 -8.131
H -7.255 0.956 -7.150
H -5.427 -0.645 -9.499
H -5.018 0.347 -8.065
H -4.883 1.136 -9.642
H -9.092 2.372 -7.192
H -8.271 2.440 -8.529
C -4.649 5.788 3.400
O -5.681 5.807 2.681
N -4.241 4.759 3.987
N -3.930 6.840 3.602
H -4.599 3.836 3.790
H -3.316 4.837 4.386
H -3.173 6.843 4.270
H -4.254 7.697 3.177
C 1.021 4.090 7.730
O -0.110 4.222 7.270
N 1.702 3.062 7.646
N 1.721 4.911 8.398
H 1.373 2.209 7.217
H 2.556 2.950 8.173
H 2.474 4.439 8.876
H 1.238 5.769 8.626
C 8.159 2.970 -2.182
O 7.972 1.864 -1.733
N 9.152 3.668 -1.785
N 7.408 3.464 -3.165
H 9.272 4.575 -2.214
H 9.813 3.268 -1.134
H 7.810 4.241 -3.669
H 6.618 2.947 -3.522
C -2.211 5.223 -3.408
O -2.857 5.970 -4.094
N -2.211 5.114 -2.147
N -1.340 4.416 -3.860
H -1.939 4.192 -1.834
H -2.862 5.703 -1.648
H -0.833 3.862 -3.183
H -0.998 4.430 -4.810
C -8.782 0.256 2.821
O -7.670 0.129 3.224
N -9.649 -0.707 2.823
N -9.417 1.366 2.551
H -9.569 -1.663 3.139
H -10.597 -0.429 2.610
H -10.414 1.383 2.396
H -8.857 2.205 2.501
C 9.438 0.090 3.810
O 9.525 -0.124 4.983
N 10.461 0.499 3.145
N 8.389 -0.138 3.068
H 10.474 0.335 2.148
H 11.220 0.896 3.681
H 7.582 -0.451 3.589
H 8.291 0.189 2.118
C 0.425 -2.897 -6.030
O 1.129 -3.263 -6.904
N -0.864 -3.085 -5.963
N 0.962 -2.258 -5.013
H -1.264 -3.778 -6.579
H -1.327 -2.629 -5.190
H 1.964 -2.384 -5.018
H 0.473 -1.699 -4.327
C -5.962 -7.248 -2.082
O -4.835 -7.144 -1.703
N -6.940 -7.302 -1.193
N -6.423 -7.338 -3.323
H -6.880 -7.055 -0.216
H -7.855 -7.342 -1.619
H -5.726 -7.347 -4.055
H -7.339 -7.182 -3.718
C -2.837 -1.982 9.070
O -3.217 -1.198 9.854
N -2.707 -1.872 7.770
N -2.514 -3.193 9.420
H -2.922 -1.013 7.286
H -2.423 -2.672 7.221
H -2.677 -3.537 10.356
H -2.226 -3.858 8.717
C 3.991 6.452 1.837
O 3.203 6.805 0.948
N 3.720 6.000 3.030
N 5.289 6.386 1.674
H 4.410 5.948 3.766
H 2.753 5.966 3.318
H 5.867 5.903 2.347
H 5.641 6.723 0.789
C 4.090 -2.631 7.000
O 4.041 -2.485 5.772
N 5.188 -2.456 7.759
N 3.089 -2.959 7.673
H 5.171 -2.604 8.758
H 5.989 -2.079 7.273
H 3.393 -3.396 8.531
H 2.293 -3.337 7.180
*
```

Calculated values
E_LUMO = -0.1 eV
HOMO level = -9.00 eV
energy above the lowest of the compared OMol25 structures with the same formula, charge and spin = 1256.8 kJ/mol
orbital gap = 8.9 eV
max |F| = 11.0 eV/A

Atom charges from the Mulliken analysis, given in e for atoms 1 to 2: number 1, C, carries -1.448; number 2, C, carries 0.326

# C23H92F2FeN47O27S2

A structure of composition C23H92F2FeN47O27S2 in a non-equilibrium geometry (ωB97M-V/def2-TZVPD, the Open Molecules 2025 dataset).

Structure (ORCA input):
```
! RIJCOSX wB97M-V def2-TZVPD def2/J DEFGRID3
* xyz 1 5
Fe -1.248 -2.349 -2.081
N -0.552 -1.093 -0.770
S -0.949 -0.532 0.543
O -1.277 0.828 0.845
O -0.563 -1.370 1.624
F -2.441 -1.061 0.379
S 0.877 -0.092 -0.837
O 1.675 0.061 0.396
O 0.628 1.116 -1.595
F 1.756 -0.988 -1.766
C 4.211 0.113 4.880
O 3.352 -0.599 5.256
N 4.385 1.351 5.300
N 5.112 -0.359 4.037
H 5.194 1.896 5.038
H 3.749 1.805 5.940
H 5.989 0.130 3.927
H 4.965 -1.276 3.639
C -6.528 -2.790 2.536
O -6.788 -1.682 2.770
N -6.090 -3.225 1.398
N -6.672 -3.832 3.256
H -6.112 -4.214 1.192
H -5.933 -2.436 0.788
H -6.198 -4.684 2.992
H -7.053 -3.676 4.179
C 4.565 -3.660 -3.268
O 3.823 -3.294 -4.180
N 4.534 -4.716 -2.503
N 5.270 -2.728 -2.766
H 5.163 -4.748 -1.714
H 3.782 -5.383 -2.606
H 6.139 -2.916 -2.286
H 5.046 -1.826 -3.160
C 7.634 1.899 2.239
O 7.957 0.696 2.392
N 6.441 2.381 2.276
N 8.512 2.827 2.122
H 5.609 1.923 2.622
H 6.347 3.191 1.680
H 8.193 3.784 2.182
H 9.410 2.702 2.567
C -2.388 2.446 -6.424
O -3.171 2.422 -5.521
N -2.517 2.946 -7.602
N -1.209 1.911 -6.410
H -1.685 2.956 -8.174
H -3.347 3.513 -7.696
H -1.005 1.540 -5.493
H -0.615 1.946 -7.226
C -5.090 1.316 1.032
O -6.236 1.570 0.616
N -4.088 2.098 0.896
N -4.708 0.335 1.833
H -3.986 2.818 0.194
H -3.216 1.603 1.012
H -3.799 0.340 2.272
H -5.410 -0.330 2.123
C 1.068 -3.914 -0.686
O 0.525 -3.766 -1.750
N 0.411 -4.614 0.179
N 2.191 -3.700 -0.264
H 0.662 -4.633 1.158
H -0.582 -4.592 -0.004
H 2.252 -3.872 0.730
H 2.972 -3.390 -0.825
C -3.367 1.373 4.830
O -2.816 1.035 3.741
N -3.857 0.524 5.731
N -3.608 2.551 5.227
H -3.964 -0.420 5.388
H -4.346 0.951 6.506
H -4.129 2.527 6.092
H -3.149 3.191 4.594
C 5.461 -0.266 -5.510
O 5.580 0.782 -6.094
N 4.741 -0.608 -4.492
N 6.307 -1.196 -5.820
H 4.168 -0.042 -3.882
H 4.614 -1.603 -4.378
H 6.434 -1.949 -5.160
H 6.966 -1.041 -6.569
C -1.799 4.930 2.437
O -2.681 4.554 3.275
N -1.420 4.101 1.499
N -1.098 6.014 2.401
H -2.121 3.413 1.261
H -0.769 4.407 0.790
H -1.313 6.844 2.934
H -0.249 5.834 1.885
C 1.821 -4.297 3.580
O 2.030 -5.321 2.971
N 0.817 -4.193 4.506
N 2.483 -3.232 3.549
H 0.261 -5.035 4.549
H 0.262 -3.352 4.453
H 3.374 -3.329 3.084
H 2.224 -2.439 4.118
C 0.372 -1.192 -4.608
O -0.180 -1.475 -3.555
N 1.613 -1.020 -4.830
N -0.181 -1.072 -5.762
H 2.305 -1.438 -4.225
H 1.938 -0.593 -5.686
H 0.410 -0.864 -6.555
H -1.152 -1.344 -5.814
C -3.114 -0.314 -3.068
O -2.990 -1.353 -2.507
N -3.384 -0.195 -4.292
N -3.098 0.814 -2.369
H -3.302 -1.089 -4.754
H -3.437 0.702 -4.755
H -3.063 0.868 -1.361
H -3.273 1.689 -2.842
C 1.757 4.936 0.170
O 0.621 5.265 0.268
N 2.539 4.110 0.785
N 2.318 5.315 -0.942
H 3.451 4.026 0.360
H 2.280 3.566 1.596
H 3.207 4.870 -1.122
H 1.980 5.891 -1.699
C -2.908 -4.486 -0.027
O -2.280 -3.817 -0.739
N -2.892 -4.411 1.324
N -3.876 -5.275 -0.370
H -2.184 -3.966 1.890
H -3.661 -4.910 1.747
H -4.403 -5.816 0.300
H -3.992 -5.407 -1.365
C -6.372 1.840 -3.115
O -5.910 1.656 -4.271
N -6.350 3.072 -2.578
N -6.725 0.896 -2.260
H -6.537 3.154 -1.589
H -6.186 3.872 -3.173
H -6.642 1.073 -1.269
H -6.653 -0.039 -2.634
C 0.517 -0.383 7.911
O 1.076 0.214 8.780
N 0.459 0.096 6.696
N 0.022 -1.575 8.063
H 0.033 -0.413 5.934
H 0.901 0.963 6.425
H 0.171 -2.107 8.909
H -0.399 -2.029 7.265
C -1.955 4.290 -2.483
O -2.847 3.832 -1.756
N -1.298 3.535 -3.365
N -1.801 5.558 -2.619
H -0.961 4.200 -4.047
H -1.472 2.543 -3.444
H -0.877 5.858 -2.897
H -2.322 6.176 -2.013
C 4.583 0.189 -0.221
O 5.174 -0.472 -1.005
N 4.439 -0.231 1.032
N 4.136 1.462 -0.395
H 5.190 -0.781 1.424
H 3.486 -0.153 1.357
H 4.522 1.971 -1.178
H 3.461 1.737 0.304
C 3.545 3.740 -3.950
O 4.406 3.366 -3.191
N 2.275 3.455 -3.910
N 3.786 4.581 -4.902
H 1.727 4.013 -4.549
H 1.967 3.003 -3.061
H 3.077 4.663 -5.616
H 4.784 4.738 -4.935
C 0.969 1.630 3.530
O 1.959 2.300 3.268
N -0.281 2.059 3.337
N 1.010 0.403 4.006
H -0.985 1.338 3.391
H -0.553 2.914 2.872
H 0.093 0.303 4.417
H 1.802 -0.024 4.465
C -1.086 -4.221 -4.564
O -1.747 -3.543 -3.774
N 0.114 -4.683 -4.452
N -1.478 -4.353 -5.763
H 0.600 -5.242 -5.138
H 0.451 -4.392 -3.545
H -2.408 -4.154 -6.103
H -0.833 -4.828 -6.379
C -2.422 -2.643 5.174
O -1.207 -2.612 5.247
N -3.235 -3.178 6.023
N -3.055 -2.287 4.135
H -4.148 -2.781 6.195
H -2.804 -3.848 6.644
H -2.462 -1.925 3.401
H -3.946 -2.638 3.814
*
```

Calculated values
E_LUMO = -2.2 eV
HOMO level = -10.25 eV
orbital gap = 8.0 eV
max |F| = 11.1 eV/A

Atom charges from the Mulliken analysis, given in e for atoms 1 to 2: number 1, Fe, carries 1.291; number 2, N, carries 1.546